{
  "formula": "C21H49ClFeO19P3",
  "method": "wB97M-V/def2-TZVPD",
  "total_charge": 1,
  "total_energy_ev": -136233.789,
  "s_squared": 6.02,
  "homo_energy_ha": [-0.4269, -0.4269],
  "largest_force_ev_per_a": 7.3,
  "multiplicity": 5,
  "gap_ev": [5.842, 3.539],
  "elements": ["Fe", "Cl", "O", "O", "O", "O", "C", "C", "O", "C", "O", "O", "H", "H", "H", "H", "C", "C", "O", "P", "O", "O", "C", "C", "O", "C", "C", "H", "H", "H", "H", "H", "H", "H", "H", "H", "H", "H", "H", "H", "H", "H", "C", "C", "O", "P", "O", "O", "C", "C", "O", "C", "C", "H", "H", "H", "H", "H", "H", "H", "H", "H", "H", "H", "H", "H", "H", "H", "C", "C", "O", "P", "O", "O", "C", "C", "O", "C", "C", "H", "H", "H", "H", "H", "H", "H", "H", "H", "H", "H", "H", "H", "H", "H"],
  "xyz": [[1.001023, 3.727188, -0.297171], [0.191660, -1.305136, -0.036278], [1.182030, -1.737859, 0.942953], [0.579995, -0.243361, -0.935514], [-0.173725, -2.437358, -0.858076], [-0.828015, -0.848981, 0.829982], [-1.904371, -4.863037, 4.067918], [-1.265525, -5.967652, 3.172552], [-2.283728, -6.837548, 2.985323], [-3.349682, -6.489190, 3.734807], [-4.460055, -7.092417, 3.750371], [-3.101553, -5.486816, 4.490133], [-2.103245, -3.934834, 3.532216], [-1.355440, -4.665173, 4.988597], [-0.483636, -6.635603, 3.533934], [-1.050292, -5.397058, 2.269107], [-5.794749, 5.901685, 2.182541], [-5.284088, 4.844474, 1.189557], [-4.759178, 5.659543, 0.097550], [-3.968272, 4.799042, -0.993412], [-2.731718, 4.203477, -0.459317], [-3.668691, 6.023642, -2.096131], [-4.608316, 6.842008, -2.768143], [-6.166833, 6.722389, -2.402248], [-4.985408, 3.759969, -1.749429], [-4.738867, 2.345783, -1.660492], [-5.511507, 1.440188, -2.489286], [-5.071733, 6.347540, 2.865603], [-6.252753, 6.584546, 1.466976], [-6.495601, 5.376167, 2.831179], [-4.494651, 4.290613, 1.697629], [-6.094130, 4.163302, 0.928893], [-4.264967, 7.856259, -2.564407], [-4.317224, 6.859832, -3.818403], [-6.830212, 7.360603, -2.985951], [-6.325610, 5.645391, -2.347779], [-6.310049, 7.108916, -1.393200], [-3.696875, 2.140315, -1.905740], [-4.810378, 2.092406, -0.602766], [-6.588566, 1.323813, -2.368885], [-5.244084, 1.514483, -3.543356], [-5.304393, 0.380577, -2.339490], [-3.097991, 2.918151, 7.061843], [-2.066883, 2.389009, 6.045339], [-1.413524, 3.579572, 5.439571], [0.084724, 3.603970, 4.939662], [0.338216, 3.125917, 3.594929], [0.466521, 5.178000, 5.198649], [0.240726, 5.750981, 6.432265], [1.579424, 5.876436, 7.179753], [0.862851, 2.935509, 6.129000], [1.956667, 1.955315, 5.944894], [1.787752, 0.826916, 6.961377], [-2.568833, 3.210492, 7.968833], [-3.599867, 3.845031, 6.784184], [-3.749813, 2.088161, 7.334496], [-1.307620, 1.883261, 6.641865], [-2.539527, 1.784413, 5.271287], [0.035284, 6.819532, 6.496257], [-0.484987, 5.190410, 7.021508], [2.004597, 4.879987, 7.299928], [2.299078, 6.540017, 6.700314], [1.278039, 6.056605, 8.211653], [1.932812, 1.493111, 4.958036], [2.823581, 2.532019, 6.267360], [2.043118, 1.204389, 7.951517], [0.894279, 0.209306, 6.869815], [2.695414, 0.239110, 6.824503], [5.659404, -3.611387, -9.527420], [6.173548, -5.014577, -9.109850], [5.337960, -5.416626, -7.967086], [5.868188, -5.941863, -6.542543], [6.794569, -4.988364, -5.905267], [4.457045, -6.191228, -5.805556], [3.818606, -5.231061, -4.996448], [3.335933, -3.855154, -5.578719], [6.435132, -7.401395, -7.027081], [7.783554, -7.748707, -6.734709], [7.912939, -8.684493, -5.500697], [5.872063, -3.412915, -10.577888], [4.573752, -3.557350, -9.608358], [6.054143, -2.676750, -9.128995], [6.107706, -5.725437, -9.933529], [7.207617, -4.829105, -8.819367], [3.114791, -5.702866, -4.310780], [4.620264, -4.795239, -4.400197], [4.200103, -3.481554, -6.128036], [2.609836, -4.206093, -6.312014], [2.909443, -3.211276, -4.809535], [8.262242, -8.212264, -7.597310], [8.421634, -6.912382, -6.449188], [8.366838, -8.114876, -4.689758], [6.902425, -8.969414, -5.207806], [8.429634, -9.595370, -5.803050]],
  "forces_ev_per_a": [[-0.5, 0.0, 0.3], [0.0, -0.5, -5.3], [0.6, 0.2, 0.4], [0.4, -0.7, 1.7], [0.2, 0.8, 1.7], [-1.3, 0.2, 1.5], [1.2, -0.6, 1.3], [1.1, 2.0, 0.2], [-3.0, -1.5, -0.8], [-5.5, -4.7, -1.0], [4.5, 2.1, -0.4], [0.2, 2.3, 1.1], [-0.1, -0.1, 0.0], [0.2, 0.3, -0.2], [0.8, 1.1, 0.3], [0.7, -0.8, -0.4], [-0.5, -1.2, -0.5], [0.6, 1.3, 1.9], [-0.2, -2.1, -0.6], [0.1, 2.3, -2.3], [0.0, -0.2, -0.5], [-0.2, -3.2, 2.1], [-1.1, 2.2, -0.3], [2.5, -0.2, 0.6], [0.5, 1.3, 0.4], [1.9, -0.2, 2.1], [-1.7, -1.6, -1.9], [0.3, 0.1, -0.6], [-0.4, 0.6, 0.9], [-0.5, 0.4, -0.1], [0.3, -0.3, -0.5], [0.1, 0.2, -0.6], [-0.3, 0.3, 0.7], [-0.7, -1.1, -0.4], [0.2, -0.6, -0.7], [-0.9, 0.2, -0.5], [0.3, -0.1, 0.1], [0.2, 0.4, 0.0], [-0.2, -0.1, 0.1], [-0.2, 1.1, 0.0], [-0.4, 0.5, -0.2], [1.0, 0.0, 0.7], [0.9, -0.1, 0.2], [-0.1, 1.7, 0.6], [-0.5, -0.9, 0.1], [-0.3, 2.5, 2.0], [0.5, -0.2, -1.1], [-0.9, -1.6, -2.8], [1.8, 1.0, 2.5], [-0.6, -2.1, 0.7], [0.5, -1.5, -0.4], [-1.2, -0.1, 1.5], [1.5, 0.6, 0.0], [0.1, -0.2, 0.1], [-0.4, -0.5, -0.6], [-0.3, 0.3, -0.1], [0.0, -0.4, -0.5], [0.3, 0.1, -0.1], [-1.3, 0.0, -1.5], [0.0, 0.1, 0.0], [0.4, -0.1, -0.4], [-0.3, 0.2, 0.3], [0.5, 1.0, 0.1], [0.3, 0.8, -0.2], [0.4, -0.3, -0.9], [-1.0, 0.1, 0.3], [0.1, 0.2, 0.2], [-0.2, -0.7, -0.4], [-0.5, -0.1, -1.8], [-0.5, 2.2, 1.1], [0.2, -0.1, -0.2], [-0.4, 0.3, -2.1], [-0.2, -0.9, 0.2], [0.6, -0.8, -1.5], [1.6, 2.8, 2.2], [-0.2, -3.0, -1.6], [-0.5, 1.5, 1.0], [1.4, -0.7, 1.4], [-0.9, 0.3, -0.9], [0.5, -0.5, -0.4], [-0.1, -0.2, 0.8], [0.1, -0.6, 1.1], [-0.2, -0.1, 0.4], [0.1, -0.7, 0.2], [-0.1, -0.3, -0.5], [0.2, -0.7, 0.9], [-0.2, 0.6, 0.2], [-0.5, 1.0, -0.3], [0.2, -0.1, -0.1], [-0.6, 0.1, -0.3], [-0.5, 0.6, -0.6], [0.2, -0.5, 0.1], [0.0, -0.1, 0.2], [0.3, 0.1, 0.5]]
}